Record 1
11
Properties=species:S:1:pos:R:3:forces:R:3 method="wB97M-V/def2-TZVPD" e_tot_ev=-38655.240 orbital_gap_ev=9.21 e_lumo_ev=0.02 e_homo_ev=-9.194
N 1.8272 -0.0575 0.3388 2.2 0.7 -2.0
O -0.4010 1.1694 -0.2154 -1.2 1.0 1.4
O -0.1495 -1.3626 -0.3635 -1.4 -2.1 -1.1
O -2.6327 1.9269 0.9529 -0.2 0.8 -0.5
P 0.5891 0.0381 -0.8087 0.9 0.1 -1.0
S -0.3528 -2.7077 -1.5055 -0.2 1.8 0.7
S -1.2861 1.5572 1.2907 2.6 -1.2 -0.1
H 1.4972 -0.5933 1.0899 0.1 -1.1 1.5
H 2.7786 -0.3759 -0.0588 -2.3 0.6 1.0
H -1.4444 -2.3064 -2.2741 0.8 0.1 0.8
H -0.4257 2.7119 1.5536 -1.2 -0.8 -0.8

Record 2
49
Properties=species:S:1:pos:R:3:forces:R:3 method="wB97M-V/def2-TZVPD" e_tot_ev=-54724.874 orbital_gap_ev="4.72 / 4.57" total_charge=-1 e_lumo_ev="2.89 / 2.88" e_homo_ev="-1.826 / -1.690"
Al -2.0668 0.4055 -2.4248 1.3 0.5 0.0
Cl -3.1241 2.2548 -2.4406 -0.8 0.6 0.1
Cl -2.8482 -1.3373 -3.3966 -0.3 -0.6 -0.3
C -4.2008 -0.2531 -0.5579 -0.8 -0.2 0.4
H -4.2161 -0.9395 -1.4188 0.0 0.3 0.3
H -4.5051 0.7498 -0.8841 0.1 -0.3 0.0
C 0.5155 0.5532 -2.9020 5.4 -1.7 4.1
C -0.4745 0.8369 -3.7086 -6.1 1.4 -4.1
H 0.5908 -0.4443 -2.4477 0.0 0.2 -0.3
C -0.5156 2.2049 -4.4314 0.0 -0.1 0.4
H -0.8946 0.0279 -4.3428 0.7 0.1 -0.3
C 0.8719 2.8312 -4.6186 -0.1 -0.3 -0.1
H -1.0119 2.0948 -5.4033 0.1 0.0 0.2
H -1.1415 2.8882 -3.8437 0.2 0.1 -0.2
C 1.6933 2.8070 -3.3319 -0.2 -0.1 0.3
H 1.4039 2.2767 -5.3992 0.1 0.0 0.0
H 0.7670 3.8646 -4.9691 0.0 -0.1 0.0
C 1.6942 1.4312 -2.6200 0.4 0.2 0.1
H 2.7266 3.0994 -3.5544 -0.1 0.0 0.1
H 1.2976 3.5542 -2.6333 -0.1 0.0 -0.1
H 2.6150 0.8949 -2.9079 0.0 0.0 0.0
H 1.7901 1.6003 -1.5329 0.2 0.0 -0.2
C 3.5418 -1.5035 3.2656 0.4 0.0 -0.2
C 2.3692 -0.7926 3.8939 -0.9 0.2 -0.3
N 1.0859 -0.9816 3.1741 0.6 -0.1 0.0
C 0.5938 -2.3736 3.1792 0.1 0.3 -0.2
C 0.4595 -2.9073 4.5945 -0.1 -0.2 0.0
C 0.9107 -0.2086 2.0275 -0.4 0.3 -0.9
O 1.8032 0.4965 1.5528 -0.2 -0.4 0.7
C -0.4643 -0.2264 1.4228 1.6 0.6 -1.1
C -1.6217 -0.4250 2.1955 -0.4 -0.5 1.5
C -2.8439 -0.4298 1.5431 -0.5 0.1 -1.5
C -2.8964 -0.2356 0.1628 -1.7 -0.6 2.4
N -1.7845 0.0103 -0.5605 1.7 0.7 -2.1
C -0.5718 0.0697 0.0752 0.0 -0.5 1.1
H 3.3379 -2.5670 3.1033 0.1 0.1 0.0
H 4.4128 -1.4110 3.9214 0.0 -0.1 -0.1
H 3.7851 -1.0285 2.3103 -0.1 -0.2 0.1
H 2.1894 -1.1519 4.9107 0.2 0.2 0.0
H 2.5617 0.2840 3.9143 -0.1 -0.2 0.1
H -0.3781 -2.4139 2.6755 0.3 0.1 0.1
H 1.2853 -3.0153 2.6009 -0.2 0.1 0.2
H -0.0984 -2.2053 5.2235 0.1 -0.1 -0.1
H -0.0950 -3.8491 4.5623 0.1 0.0 0.1
H 1.4352 -3.1008 5.0509 -0.2 0.0 0.0
H -1.5425 -0.5723 3.2726 -0.1 0.1 -0.3
H -3.7815 -0.5920 2.0714 0.2 0.0 -0.1
H -4.9536 -0.6091 0.1562 0.0 0.1 -0.2
H 0.2935 0.3383 -0.5303 -0.3 -0.2 0.3

Record 3
113
Properties=species:S:1:pos:R:3:forces:R:3 method="wB97M-V/def2-TZVPD" e_tot_ev=-64658.729 orbital_gap_ev=9.59 total_charge=+1 e_lumo_ev=-1.78 e_homo_ev=-11.363
Ag 0.9442 -0.2877 -1.1261 0.4 -0.3 0.5
C -2.7945 -0.8994 3.1956 -0.4 0.3 -0.2
O -3.5650 0.3074 3.3964 0.7 -0.2 0.4
C -2.8424 1.2816 4.1909 -0.6 -0.5 -0.7
C -3.6504 2.6101 4.3984 0.5 -1.0 0.4
O -4.7473 2.3451 5.2587 0.0 0.3 -0.6
C -5.6158 3.4589 5.4227 0.3 0.0 0.6
H -2.2348 -0.8716 2.2606 0.1 0.3 -0.2
H -3.4495 -1.7695 3.1499 -0.3 0.3 0.0
H -2.0687 -1.1428 3.9715 0.0 0.4 0.5
H -1.8731 1.3901 3.7045 0.1 0.9 -0.3
H -2.5576 0.7678 5.1090 -0.5 0.4 0.6
H -3.9336 3.1261 3.4810 -0.5 -0.7 -0.6
H -3.0167 3.3828 4.8336 0.5 -0.1 0.6
H -6.3400 3.1990 6.1947 -0.1 -0.2 -0.3
H -6.1204 3.7833 4.5125 0.0 -0.3 -0.2
H -5.0903 4.3296 5.8150 0.4 0.1 0.0
C -1.6990 -4.3572 4.7785 -0.7 -0.6 0.5
O -1.0709 -5.0066 3.7219 0.5 0.0 -1.2
C -1.2418 -4.3845 2.4290 -0.3 -0.5 1.7
C -0.7183 -5.2798 1.3446 0.2 -0.3 -1.3
O -1.4705 -6.4884 1.0911 0.6 1.0 0.5
C -0.7657 -7.6954 1.3495 0.4 0.3 0.2
H -1.6256 -5.0015 5.6547 0.4 0.1 0.1
H -2.7776 -4.3145 4.6278 -0.3 0.5 -0.3
H -1.2921 -3.3755 5.0211 0.1 0.2 -0.1
H -0.7814 -3.3968 2.4545 0.7 0.1 -0.3
H -2.2942 -4.1421 2.2817 -0.4 -0.4 -0.2
H 0.3572 -5.4569 1.3472 0.2 -0.5 1.0
H -0.6941 -4.6684 0.4426 -0.8 0.1 -0.4
H -1.4972 -8.5030 1.3217 0.2 0.1 0.0
H -0.2122 -7.6735 2.2883 -0.5 0.1 0.6
H 0.0562 -7.8746 0.6563 -0.2 0.0 -0.8
C -1.9226 -1.8471 -0.7911 0.8 -1.7 0.0
O -0.8552 -1.7293 -1.7444 -0.8 0.7 -0.8
C -0.3648 -2.9185 -2.3389 1.2 -0.2 0.8
C 0.5191 -2.5862 -3.5515 -1.9 -0.9 -0.3
O 1.4922 -1.6564 -3.2819 1.3 1.5 0.6
C 2.4386 -1.3386 -4.3131 -0.8 -0.5 -0.4
H -2.7552 -2.4485 -1.1559 -0.3 0.4 -0.6
H -2.2591 -0.8827 -0.4108 0.4 0.0 -0.2
H -1.5155 -2.5081 -0.0259 -0.1 0.4 0.8
H -1.1462 -3.6233 -2.6233 -0.3 0.2 -0.3
H 0.2671 -3.4558 -1.6317 0.0 0.0 0.5
H -0.2343 -2.2568 -4.2670 0.3 0.5 -0.8
H 0.9361 -3.5266 -3.9118 0.1 -0.2 -0.1
H 3.1716 -2.1347 -4.4431 0.0 -0.1 0.1
H 2.9586 -0.3949 -4.1479 -0.2 -0.1 0.7
H 1.9207 -1.2133 -5.2640 -0.2 -0.1 -0.2
C 4.0667 -2.1797 -1.3904 0.7 0.8 0.5
O 3.4443 -1.0630 -0.7718 -1.1 1.3 1.2
C 4.2866 0.0036 -0.2420 1.5 -1.3 -1.2
C 3.6161 1.1965 0.4357 0.3 -1.9 -0.8
O 2.5390 1.6212 -0.3507 -1.1 0.5 0.9
C 2.8190 2.2040 -1.5804 0.7 0.6 -1.2
H 4.7976 -2.5911 -0.6944 0.3 -0.1 -0.1
H 4.5572 -1.8282 -2.2981 0.3 -0.2 -0.2
H 3.3605 -2.9748 -1.6295 -0.4 0.5 0.2
H 4.9126 0.2720 -1.0930 0.1 0.6 -0.2
H 5.0141 -0.3660 0.4807 0.0 -0.5 0.3
H 4.3703 1.9494 0.6651 0.1 0.3 -0.5
H 3.3274 0.8197 1.4169 -1.0 0.3 -0.1
H 1.9103 2.5998 -2.0340 -0.2 0.0 0.5
H 3.2192 1.5275 -2.3354 0.1 -0.7 0.1
H 3.5607 3.0021 -1.5473 0.0 0.3 0.4
C 0.2023 6.3696 -4.7961 -0.2 -0.3 0.8
C 1.2151 6.3536 -3.6565 2.1 1.0 -1.7
O 2.3229 6.8895 -3.8242 -1.4 -0.3 0.4
N 0.9712 5.6758 -2.5304 -0.7 -0.6 0.6
C -0.2144 4.8728 -2.2263 0.8 0.7 -0.2
H -0.7853 6.6737 -4.4494 0.0 0.3 0.0
H 0.0464 5.3465 -5.1383 0.2 -0.1 -0.4
H 0.5705 7.0247 -5.5856 -0.1 -0.2 0.2
H 1.6618 5.8286 -1.8094 0.0 -0.1 -0.1
H -0.7137 4.6154 -3.1604 0.0 -0.1 0.2
H -0.8823 5.4700 -1.6054 -0.3 -0.3 0.2
H 0.1351 3.9668 -1.7312 -0.4 0.0 0.1
C 0.5434 2.5920 2.4629 -1.2 -0.1 0.2
C -0.3579 2.0697 1.3513 2.2 -0.7 -0.8
O -0.1285 0.9246 0.8925 -1.0 1.3 0.6
N -1.2740 2.9161 0.8808 -1.0 -0.6 -1.5
C -2.1453 2.6283 -0.2750 -0.8 0.2 -0.5
H 1.5974 2.3314 2.3673 -0.3 -0.3 -0.2
H 0.0676 2.0757 3.2966 0.6 0.1 0.6
H 0.4542 3.6623 2.6486 -0.1 0.0 -0.1
H -1.4662 3.8194 1.2897 0.5 -0.3 0.3
H -2.1808 3.5071 -0.9188 -0.1 0.3 0.3
H -3.1721 2.3905 0.0029 0.0 0.2 0.5
H -1.8982 1.8556 -1.0030 1.1 -0.3 0.8
C -1.8101 1.1061 -4.2355 0.4 0.1 -0.1
C -0.3867 1.3728 -3.7093 -0.4 -1.1 0.3
O -0.1504 1.2606 -2.5017 -0.4 0.8 -0.4
N 0.6182 1.6258 -4.5762 -0.8 -0.1 -0.7
C 0.4974 1.5740 -6.0496 0.9 0.4 0.7
H -2.2311 0.1877 -3.8264 0.5 -0.2 0.1
H -1.8693 1.0665 -5.3232 -0.1 0.1 0.2
H -2.5090 1.8605 -3.8743 0.3 0.4 0.0
H 1.4530 2.0202 -4.1666 0.0 -0.3 -0.1
H -0.2072 0.8016 -6.3580 -0.1 0.5 0.0
H 1.4613 1.2854 -6.4687 0.1 -0.1 0.1
H 0.3080 2.5840 -6.4131 -0.5 -0.3 -0.4
C 3.0510 -3.0839 2.2916 -1.6 0.5 0.3
C 1.8695 -2.2089 1.7373 0.1 0.1 -0.6
O 1.4719 -2.4226 0.5885 -0.1 0.2 0.7
N 1.3421 -1.1746 2.4953 2.0 -2.2 0.0
C 1.5419 -1.1145 3.9452 -1.1 1.0 -0.5
H 3.4144 -2.6990 3.2444 0.5 0.1 -0.3
H 3.7866 -3.2352 1.5016 0.1 0.5 0.2
H 2.6851 -4.0835 2.5263 -0.3 0.0 -0.1
H 0.7365 -0.5044 2.0434 -0.2 0.0 -0.2
H 2.5101 -0.7684 4.3070 0.2 0.0 -0.4
H 1.2701 -2.0343 4.4630 0.0 0.0 -0.1
H 0.8081 -0.3400 4.1682 0.1 -0.1 0.9

Record 4
19
Properties=species:S:1:pos:R:3:forces:R:3 method="wB97M-V/def2-TZVPD" e_tot_ev=-20745.940 orbital_gap_ev=9.86 e_lumo_ev=0.78 e_homo_ev=-9.083
C -0.9803 -0.6970 1.0354 -0.9 -1.2 0.0
N -0.4589 -1.5643 -0.0114 -1.4 -0.4 -1.1
C -1.1315 -1.6479 -1.2501 2.1 -0.5 1.8
O -0.4863 -1.6850 -2.2678 -0.7 -0.5 -0.8
C -0.5073 0.7313 0.9024 -0.8 1.6 0.4
C 0.7508 1.2090 1.6197 0.8 0.3 0.3
S 2.0214 1.8993 0.4906 0.7 -0.2 0.3
H -2.0861 -0.7991 1.0072 0.4 0.6 -0.8
H -0.9171 -1.1742 2.0321 1.1 0.5 -0.2
H 0.5333 -1.6921 -0.1467 0.1 0.5 0.2
H -2.1938 -1.8773 -1.1838 -0.4 0.5 0.0
H -0.4960 1.1819 -0.1144 0.1 -1.3 0.2
H -1.2828 1.3755 1.3146 -0.4 -0.2 0.4
H 0.5095 1.9852 2.3370 -0.3 0.4 -0.2
H 1.2927 0.5247 2.2995 -0.3 -0.4 -0.9
H 1.3180 2.3259 -0.5675 -0.4 -0.1 0.3
H 0.8052 -0.6347 -2.6893 0.9 0.6 0.5
H 2.0748 0.2895 -2.1691 -0.3 -0.7 0.0
O 1.2342 0.2494 -2.6383 -0.3 0.5 -0.4